1.
Entry from the Open Molecules 2025 dataset: a molecular structure, C3H5F3IN (the ωB97M-V functional and the def2-TZVPD basis).

Values from the calculation:
**Relative energy (zero: lowest compared OMol25 entry of this formula, charge and spin)**: 27.3 kcal/mol
**Charge**: 0
**HOMO-LUMO gap**: 9.88 eV
**2S+1**: 1

Structure (XYZ):
```
13
C3H5F3IN (the ωB97M-V functional and the def2-TZVPD basis)
C -0.0220 0.5036 1.6428
C 0.4546 -0.0537 -0.2972
C -0.5280 -1.1483 -0.5575
N 0.3528 1.0182 -1.2100
F 1.6979 -0.6473 -0.1885
F -0.3555 -1.7568 -1.7400
F -0.5278 -2.0469 0.4316
I -2.4119 -0.1923 -0.7226
H -1.0423 0.8639 1.5320
H 0.5942 1.2370 1.8905
H 0.1612 -0.3304 2.1662
H 0.6655 0.8066 -2.2615
H 0.9613 1.7463 -0.6859
```



2.
Entry from the Open Molecules 2025 dataset: a molecular structure, C3H5F5N3P3 (the ωB97M-V functional and the def2-TZVPD basis).

Values from the calculation:
**Relative energy (zero: lowest compared OMol25 entry of this formula, charge and spin)**: 0.5 kcal/mol
**Charge**: 0
**HOMO-LUMO gap**: 11.17 eV
**2S+1**: 1

Structure (XYZ):
```
19
C3H5F5N3P3 (the ωB97M-V functional and the def2-TZVPD basis)
C -2.1247 0.2239 0.4070
C -1.5044 0.0676 -0.7398
C -3.5617 0.4595 0.5070
N 1.1177 1.2140 -0.1432
N 1.1105 -1.4727 -1.0258
N 3.1936 -0.4534 0.6314
F 0.5261 0.5214 -2.5840
F 2.5499 1.8370 1.7612
F 3.6283 1.8094 -0.2956
F 1.9893 -2.6976 1.1001
F 3.4340 -2.6500 -0.7144
P 0.4616 0.0240 -1.0148
P 2.5731 1.0109 0.4927
P 2.3975 -1.6941 -0.0380
H -1.8218 0.0639 1.4456
H -1.9957 0.1716 -1.6669
H -3.9570 -0.1950 1.3198
H -4.3466 0.1759 -0.2780
H -3.6698 1.5838 0.8357
```



3.
Entry from the Open Molecules 2025 dataset: a molecular structure, C3H5F6NO4OsS2 (the ωB97M-V functional and the def2-TZVPD basis).

Values from the calculation:
**Charge**: +2
**Expectation value of S²**: 6.0227
**HOMO-LUMO gap (alpha / beta)**: 6.43 / 6.93 eV
**2S+1**: 5

Structure (XYZ):
```
22
C3H5F6NO4OsS2 (the ωB97M-V functional and the def2-TZVPD basis)
Os 0.7175 0.9583 0.2060
C 3.8077 -0.3278 0.1237
H 3.3131 -0.5588 -0.8318
H 2.9770 -0.1714 0.9065
H 4.3508 0.6238 0.0956
H 4.5550 -1.1256 0.3722
H 1.1091 2.5140 0.2473
F -1.3901 -2.6329 2.7382
C -1.5177 -1.4628 2.0568
F -2.8016 -1.3130 1.6716
F -1.1449 -0.4508 2.8596
S -0.4356 -1.5478 0.5281
O 0.9705 -1.1928 0.9586
O -0.7663 -2.5855 -0.4234
N -0.9548 0.0847 0.0311
S -1.0882 0.4569 -1.8340
O 0.1804 1.3807 -1.6552
O -1.2150 -0.7151 -2.6842
C -2.4286 1.7675 -1.4096
F -3.6209 1.1993 -1.1268
F -2.0181 2.5090 -0.3556
F -2.5993 2.5899 -2.4747
```



4.
Entry from the Open Molecules 2025 dataset: C3H5FN2 in the gas phase (the ωB97M-V functional and the def2-TZVPD basis).

Values from the calculation:
**Relative energy (zero: lowest compared OMol25 entry of this formula, charge and spin)**: 45.3 kcal/mol
**Charge**: 0
**HOMO-LUMO gap**: 10.22 eV
**2S+1**: 1
**SMILES string**: [H]/N=C(\N)C(=C)F

Structure (XYZ):
```
11
C3H5FN2 (the ωB97M-V functional and the def2-TZVPD basis)
H -1.8203 -1.6525 -0.0146
N -0.7285 -1.7944 -0.1338
C -0.3879 -0.6060 -0.0253
N -1.2388 0.6421 0.0668
C 1.0289 -0.3394 -0.0248
C 1.4905 0.9332 -0.1035
F 1.9055 -1.2891 0.1555
H -2.2627 0.1606 -0.3843
H -1.2916 1.0279 1.0927
H 0.7750 1.7848 -0.2159
H 2.5297 1.1327 -0.4128
```



5.
Entry from the Open Molecules 2025 dataset: C3H5FN2 in the gas phase (the ωB97M-V functional and the def2-TZVPD basis).

Values from the calculation:
**Relative energy (zero: lowest compared OMol25 entry of this formula, charge and spin)**: 80.0 kcal/mol
**Charge**: 0
**HOMO-LUMO gap**: 9.59 eV
**2S+1**: 1
**SMILES string**: C=C(F)/C=N\N

Structure (XYZ):
```
11
C3H5FN2 (the ωB97M-V functional and the def2-TZVPD basis)
C -1.2088 -0.5744 0.8108
C -0.3820 0.3102 0.5202
F -0.0689 1.0619 1.5543
C 0.3308 0.8332 -0.6253
N 0.7582 -0.0160 -1.4618
N 0.4804 -1.3021 -1.0755
H -1.3620 -0.9185 1.9644
H -1.5002 -1.1071 -0.1560
H 0.7073 1.8278 -0.6586
H 1.1840 -2.1362 -1.5367
H 0.4803 -1.4097 -0.0742
```



6.
Entry from the Open Molecules 2025 dataset: a molecular structure, C3H5FN2 (the ωB97M-V functional and the def2-TZVPD basis).

Values from the calculation:
**Relative energy (zero: lowest compared OMol25 entry of this formula, charge and spin)**: 79.0 kcal/mol
**Charge**: 0
**HOMO-LUMO gap**: 9.78 eV
**2S+1**: 1

Structure (XYZ):
```
11
C3H5FN2 (the ωB97M-V functional and the def2-TZVPD basis)
C -0.5343 -0.6716 0.1188
C 0.9687 -0.5037 -0.0229
C 1.4548 0.6158 -0.5002
H -1.9089 1.0202 0.0355
H -0.6619 1.0516 1.7568
H -2.3612 -1.3141 -0.5118
H 1.0020 1.5345 -0.9355
H 2.6467 0.7258 -0.5395
N -0.8761 0.7298 0.5321
N -1.3077 -1.5924 -0.4317
F 1.5779 -1.5959 0.4985
```



7.
Entry from the Open Molecules 2025 dataset: 2 unconnected molecules or ions with the total composition C3H5FN2 (the ωB97M-V functional and the def2-TZVPD basis).

Values from the calculation:
**Relative energy (zero: lowest compared OMol25 entry of this formula, charge and spin)**: 47.8 kcal/mol
**Charge**: 0
**Expectation value of S²**: 2.0055
**HOMO-LUMO gap (alpha / beta)**: 5.27 / 10.44 eV
**2S+1**: 3

Structure (XYZ):
```
11
C3H5FN2 (the ωB97M-V functional and the def2-TZVPD basis)
C -0.3788 2.2483 -1.0892
C 0.4501 -0.7249 0.8619
C -0.5011 -0.8498 -0.0693
N -1.5270 2.0974 -1.0898
N 1.8193 -0.7438 0.7499
F -1.8600 -0.7505 0.1140
H 2.2792 -0.7118 -0.1841
H -0.0262 -0.7992 1.7731
H -0.2958 -0.8363 -1.0713
H -2.4469 2.1226 -1.3710
H 2.4872 -1.0521 1.3758
```



8.
Entry from the Open Molecules 2025 dataset: 2 unconnected molecules or ions with the total composition C3H5FN2O3 (the ωB97M-V functional and the def2-TZVPD basis).

Values from the calculation:
**Charge**: 0
**HOMO-LUMO gap**: 8.83 eV
**2S+1**: 1
**SMILES string**: C/C(F)=[N+](\[O-])O.N=C=O

Structure (XYZ):
```
14
C3H5FN2O3 (the ωB97M-V functional and the def2-TZVPD basis)
C -0.9891 0.3290 -0.8785
C -0.5144 -0.5336 0.2773
F -1.0715 -0.4816 1.4783
N 0.4073 -1.4416 0.2803
O 0.9957 -1.9177 -0.6562
O 0.6501 -2.0855 1.4420
H -1.1962 -0.2943 -1.7898
H -0.1660 0.9007 -1.1992
H -1.7023 1.0969 -0.4675
H 1.6206 -2.2470 1.5133
N 0.3768 3.1788 1.6883
C 1.1289 2.7451 0.8869
O 1.4805 2.3560 -0.1478
H 0.4219 3.6178 2.5970
```



9.
Entry from the Open Molecules 2025 dataset: C3H5FN2OS in the gas phase (the ωB97M-V functional and the def2-TZVPD basis).

Values from the calculation:
**Relative energy (zero: lowest compared OMol25 entry of this formula, charge and spin)**: 109.4 kcal/mol
**Charge**: 0
**HOMO-LUMO gap**: 8.23 eV
**2S+1**: 1
**SMILES string**: ON(/C=N\S)/C=C/F

Structure (XYZ):
```
13
C3H5FN2OS (the ωB97M-V functional and the def2-TZVPD basis)
O -0.7342 1.4346 -0.5321
N -0.1176 0.6407 0.3105
C -0.6561 -0.4975 0.7761
N -1.8101 -1.0794 0.5715
S -2.9845 -0.7105 -0.5989
C 1.2531 0.3896 0.1877
C 1.8863 -0.6945 -0.4824
F 3.2262 -0.9558 -0.5388
H -0.7999 2.2671 -0.0449
H -0.1685 -1.0394 1.5148
H -2.2759 0.6596 -0.8756
H 1.8674 1.2799 0.4062
H 1.3137 -1.6944 -0.6941
```



10.
Entry from the Open Molecules 2025 dataset: C3H5FN2S in the gas phase (the ωB97M-V functional and the def2-TZVPD basis).

Values from the calculation:
**Relative energy (zero: lowest compared OMol25 entry of this formula, charge and spin)**: 33.6 kcal/mol
**Charge**: 0
**HOMO-LUMO gap**: 9.28 eV
**2S+1**: 1
**SMILES string**: [H]/N=C/N(S)/C=C\F

Structure (XYZ):
```
12
C3H5FN2S (the ωB97M-V functional and the def2-TZVPD basis)
H 0.7855 0.4494 3.0447
N 0.5965 0.6084 2.0598
C 0.6197 -0.4628 1.3695
N 0.2811 -0.4167 0.0319
S 0.4587 -1.8366 -0.8801
C -0.0114 0.8310 -0.5490
C -0.7683 0.9700 -1.6242
F -1.4443 0.0178 -2.1413
H 0.8542 -1.4872 1.6972
H -0.8440 -2.2773 -0.8149
H 0.2771 1.7224 -0.0074
H -0.8048 1.8815 -2.1862
```



11.
Entry from the Open Molecules 2025 dataset: C3H5FN2S in the gas phase (the ωB97M-V functional and the def2-TZVPD basis).

Values from the calculation:
**Relative energy (zero: lowest compared OMol25 entry of this formula, charge and spin)**: 35.1 kcal/mol
**Charge**: 0
**HOMO-LUMO gap**: 8.73 eV
**2S+1**: 1
**SMILES string**: NNC(=S)/C=C\F

Structure (XYZ):
```
12
C3H5FN2S (the ωB97M-V functional and the def2-TZVPD basis)
N -1.0399 2.0272 0.0948
N -0.0960 1.0658 0.0432
C -0.4256 -0.2243 -0.0035
S -1.9186 -0.9515 -0.0862
C 0.8102 -1.0605 0.1261
C 2.1111 -0.7539 0.1445
F 2.5018 0.4776 -0.2150
H -1.7318 1.8751 -0.6142
H -1.4629 1.8678 1.0109
H 0.8153 1.3863 -0.2260
H 0.5670 -2.1864 0.2701
H 2.9704 -1.4368 0.3051
```



12.
Entry from the Open Molecules 2025 dataset: C3H5FN2S in the gas phase (the ωB97M-V functional and the def2-TZVPD basis).

Values from the calculation:
**Relative energy (zero: lowest compared OMol25 entry of this formula, charge and spin)**: 80.4 kcal/mol
**Charge**: 0
**HOMO-LUMO gap**: 8.63 eV
**2S+1**: 1
**SMILES string**: NN(C=S)/C=C\F

Structure (XYZ):
```
12
C3H5FN2S (the ωB97M-V functional and the def2-TZVPD basis)
N -0.4588 1.4914 -0.1587
N 0.5007 0.4383 -0.1448
C 1.8583 0.6794 -0.0194
S 2.8666 -0.6353 -0.2722
C -0.0333 -0.9322 0.1398
C -1.3605 -1.2367 0.0869
F -2.3713 -0.3379 -0.3908
H -0.5690 1.5433 0.9235
H -1.3044 1.2903 -0.8140
H 2.0090 1.7958 0.4044
H 0.4819 -1.8237 0.3398
H -1.6192 -2.2728 -0.0946
```



Electronic energy, record by record: -20932.82125 -49123.25830 -53284.39931 -8887.18240 -8885.67757 -8885.72104 -8882.68939 -15027.72002 -21766.83964 -19723.16780 -19723.10196 -19721.14120 eV